Computed, not measured: the molecule C3H6N4 in a non-equilibrium geometry, with ωB97M-V with the def2-TZVPD basis set.

Output
Net charge ... 0
F_max ... 0.026 hartree/bohr
ΔE to the lowest compared entry with this formula, charge and spin ... 114.4 kcal/mol
Frontier orbital gap (spin up / spin down) ... 8.28 / 8.03 eV
E_HOMO (spin up / spin down) ... -8.335 / -7.904 eV

CARTESIAN COORDINATES (ANGSTROEM)
C (-0.6668, -0.5741, 0.4217)
C (0.5076, -0.4194, -0.5537)
C (-2.0186, -0.1631, -0.0066)
N (1.7229, -1.0980, -0.1302)
N (2.5190, -0.2616, 0.3174)
N (1.9908, 0.9602, 0.2228)
N (0.8299, 1.0022, -0.4136)
H (-0.4004, -0.3978, 1.4569)
H (0.2152, -0.6787, -1.5741)
H (-2.0781, 0.9038, -0.2318)
H (-2.7201, -0.3677, 0.8005)
H (-2.3182, -0.6995, -0.9083)
H (2.4166, 1.7936, 0.5990)